[1]
This record from OMol25 describes a molecular structure, C3H2AuO4 at a distorted geometry. The level of theory is ωB97M-V with the def2-TZVPD basis set.

Last column: Löwdin spin population.
Positions of all 10 atoms, in Å:
H1 2.850 -1.551 0.312  0.011
O1 -1.981 -1.046 -0.032  0.033
Au1 1.041 1.592 0.720  1.390
O2 -1.691 1.069 -0.756  0.074
O3 -0.018 0.050 0.275  0.406
H2 0.743 -1.779 -0.651  0.013
C1 -1.396 0.023 -0.174  0.025
C2 2.125 -0.740 0.139  0.135
O4 2.545 0.510 0.306  0.534
C3 0.803 -1.065 0.255  0.380

Results
multiplicity	4
molar mass	299.01	g/mol
max |F|	7.94	eV/A
E_HOMO (spin up / spin down)	-8.1172 / -9.8476	eV
total energy	-15017.069	eV
energy relative to the best compared isomer or geometry (same formula, charge and spin)	0.0	kcal/mol
⟨S²⟩	3.771
E_LUMO (spin up / spin down)	-0.91 / -4.22	eV
frontier orbital gap (spin up / spin down)	7.2 / 5.6	eV



[2]
This record from OMol25 describes a molecular structure, C49H65KN2O4P2S2 at a distorted geometry. The level of theory is ωB97M-V with the def2-TZVPD basis set.

Last column: Mulliken charge in e.
Positions of all 125 atoms, in Å:
C1 3.650 -3.746 -1.901  -0.943
C2 5.031 1.804 2.152  -0.681
H1 0.311 -2.006 -5.757  0.310
H2 2.253 -4.910 4.400  0.434
H3 2.807 -1.168 -3.543  0.589
C3 3.065 -3.608 -0.493  -1.084
C4 3.059 -1.348 -2.497  -0.727
C5 0.086 -2.203 4.436  -0.506
H4 -3.468 5.460 -5.344  0.345
H5 5.598 1.366 1.338  0.334
O1 1.577 2.876 -1.995  -0.767
C6 -2.256 -5.075 0.971  -1.323
H6 0.822 3.295 -1.543  0.327
P1 0.826 -2.372 0.830  0.025
H7 1.224 0.218 -5.121  0.381
C7 -3.613 0.264 -1.300  -0.199
C8 2.453 -3.276 3.008  -1.297
H8 1.211 -2.482 -2.330  0.135
C9 -3.102 2.356 -4.035  -0.063
C10 -3.476 -0.740 -0.342  0.019
C11 0.047 -4.033 0.757  0.211
H9 0.505 6.626 -0.106  0.231
H10 0.398 -3.917 5.734  0.440
H11 2.011 4.253 1.120  0.181
H12 -4.435 -2.299 0.764  0.585
C12 0.971 -3.285 5.048  -1.043
H13 1.986 4.703 -0.584  0.254
H14 2.418 -1.344 2.058  0.035
H15 -1.415 1.093 3.588  0.285
H16 -1.716 -2.854 -4.609  0.358
H17 -1.629 -4.179 -2.291  0.579
H18 6.781 2.413 3.237  0.304
C13 4.948 2.953 4.245  -0.498
H19 -0.526 4.215 1.415  -0.024
H20 -2.564 5.395 1.486  0.231
C14 3.633 1.741 2.057  -0.152
H21 2.824 -1.535 0.061  0.446
C15 -4.848 0.443 -1.910  -0.754
H22 -3.566 -4.115 -0.467  0.243
H23 -1.785 6.796 0.685  0.443
H24 0.209 -0.611 2.990  -0.390
H25 3.300 -2.872 3.573  0.572
H26 4.690 -2.521 -3.348  0.481
O2 -2.597 5.388 -0.570  -0.392
H27 0.162 1.536 -3.362  0.115
C16 -1.312 -1.880 -4.352  -0.418
C17 -1.451 0.147 -3.010  0.268
C18 1.687 -2.080 2.420  0.594
C19 -0.187 -4.481 -0.708  -1.523
P2 -2.114 1.297 -1.593  1.691
K1 0.002 0.980 0.701  1.317
C20 3.566 2.907 4.175  -0.867
H28 4.942 -2.057 -1.676  0.351
C21 -3.426 3.344 -4.954  -0.937
H29 -1.116 -4.217 2.587  0.437
C22 -5.926 -0.372 -1.583  -0.717
H30 2.510 -4.514 -0.237  0.211
O3 -0.202 -1.304 0.550  0.767
O4 -2.245 0.677 3.314  -0.678
H31 2.972 3.343 4.970  0.375
C23 0.329 -0.162 -4.641  -0.449
H32 0.740 -4.735 1.232  0.997
C24 5.697 2.392 3.216  -0.537
H33 0.783 5.795 2.824  0.248
H34 -3.833 3.065 -5.919  0.403
H35 0.604 -4.116 -1.358  0.246
C25 0.664 6.544 2.038  -1.534
C26 4.183 -2.401 -2.386  -0.869
H36 -1.769 -6.056 1.002  0.350
H37 2.885 -3.897 2.218  0.229
C27 0.874 -1.318 3.479  -0.280
H38 2.785 5.754 0.598  0.482
H39 -0.140 -5.576 -0.760  0.440
H40 -1.621 -2.929 -1.068  -0.879
H41 1.146 -0.898 -1.612  -0.635
H42 -6.884 -0.215 -2.066  0.384
C28 -1.942 -1.106 -3.379  -0.296
H43 2.882 -4.109 -2.592  0.329
C29 -5.784 -1.369 -0.629  -0.727
C30 0.630 5.858 0.672  0.622
C31 -2.366 4.004 -2.479  -0.238
H44 -2.931 -5.662 -0.997  0.339
H45 3.892 -3.543 0.219  0.510
H46 -3.138 -5.150 1.612  0.485
C32 -0.179 -1.408 -4.996  -0.686
H47 0.832 -4.658 3.403  0.103
H48 -2.619 1.312 2.672  0.396
C33 -0.593 4.944 0.600  0.537
C34 1.792 -1.765 -1.743  -0.264
C35 -1.293 -4.029 1.529  -0.555
N1 -3.151 2.559 1.269  -0.998
C36 2.200 -2.328 -0.372  0.731
C37 -2.691 4.997 -3.398  -0.723
S1 1.098 2.353 3.183  -0.358
H49 -2.524 6.032 -3.123  0.456
C38 1.927 5.097 0.428  -1.342
C39 -1.925 5.712 0.663  -0.617
H50 -3.249 1.318 -4.307  0.408
C40 -1.545 -4.010 -1.216  0.922
C41 -4.554 -1.546 -0.006  -0.236
H51 -2.522 -0.883 0.157  -0.001
C42 -2.573 2.654 -2.780  0.293
H52 1.576 -0.699 4.044  0.653
C43 1.618 -4.136 3.958  -0.528
S2 2.951 0.936 0.627  0.037
N2 -0.685 4.196 -0.674  0.366
C44 -2.670 -4.739 -0.470  -1.031
H53 2.039 2.360 -1.311  0.254
H54 -1.751 -3.037 1.460  0.049
H55 -4.985 1.235 -2.635  0.373
H56 1.509 7.235 2.097  0.451
H57 -6.628 -1.993 -0.360  0.340
C45 -0.287 0.591 -3.654  -0.340
H58 -0.355 -1.578 5.216  0.508
H59 4.445 -4.498 -1.894  0.476
H60 -2.835 -1.497 -2.906  0.236
C46 -1.807 4.477 -1.186  -1.071
C47 -3.221 4.677 -4.637  -0.671
C48 2.861 2.313 3.111  -0.197
H61 -0.247 7.113 2.244  0.373
H62 5.434 3.426 5.093  0.311
H63 -0.753 -2.669 3.911  0.084
H64 1.762 -2.807 5.639  0.404
C49 -3.053 2.491 0.111  0.326
H65 3.404 -0.399 -2.080  -0.013

Results
molar mass	911.25	g/mol
charge	-2
max |F|	1.74	eV/A
E_HOMO	-1.0137	eV
total energy	-119617.236	eV
E_LUMO	3.82	eV
frontier orbital gap	4.8	eV



[3]
This record from OMol25 describes a molecular structure, C2H3N2OP at a distorted geometry. The level of theory is ωB97M-V with the def2-TZVPD basis set.

Last column: Mulliken charge in e.
Positions of all 9 atoms, in Å:
N1 -1.249 -0.754 0.987  -0.507
C1 -0.029 -0.626 0.756  0.046
N2 -0.872 0.071 -1.252  -0.301
H1 1.316 1.883 -0.025  0.303
O1 0.490 1.354 0.152  -0.554
H2 1.348 -0.491 -1.134  0.359
H3 0.661 -0.724 1.651  0.338
P1 -2.095 -0.572 -0.558  0.210
C2 0.430 -0.142 -0.576  0.106

Results
molar mass	102.03	g/mol
max |F|	4.92	eV/A
E_HOMO	-9.5486	eV
total energy	-16436.112	eV
energy relative to the best compared isomer or geometry (same formula, charge and spin)	53.8	kcal/mol
E_LUMO	-0.77	eV
frontier orbital gap	8.8	eV



[4]
This record from OMol25 describes a molecular structure, C17H20BrN4O4PtS at a distorted geometry. The level of theory is ωB97M-V with the def2-TZVPD basis set.

Last column: Löwdin spin population.
Positions of all 48 atoms, in Å:
C1 1.794 -0.326 4.564  0.011
H1 -5.332 2.086 1.766  0.001
C2 -0.121 -0.237 6.217  0.002
H2 -5.948 -0.845 -2.063  0.009
C3 0.434 -0.166 4.836  0.008
H3 -8.592 2.912 0.086  0.000
C4 -0.400 0.064 3.740  0.016
H4 -4.161 -2.278 0.150  0.005
Br1 1.807 -0.046 0.400  0.133
C5 -6.949 -1.079 -1.721  0.258
C6 -3.965 -0.293 0.110  0.056
H5 -6.112 2.961 -0.391  0.000
O1 -0.308 2.797 -0.367  0.213
H6 -8.609 -2.348 0.925  0.009
C7 -7.161 -1.517 -0.411  0.023
C8 -9.511 -1.861 -1.008  0.251
H7 -3.731 1.672 0.149  0.001
N1 -1.424 3.378 -0.116  -0.003
C9 2.274 -0.320 3.260  0.006
H8 -8.317 1.628 1.290  0.000
C10 -5.629 1.372 0.996  0.003
O2 -6.250 -2.087 1.705  -0.014
H9 -7.660 3.227 1.533  0.001
C11 -8.021 -1.028 -2.666  0.193
C12 -7.865 2.476 0.768  0.001
H10 -10.086 -1.457 -3.049  -0.003
C13 -9.284 -1.465 -2.323  0.005
H11 0.668 -0.352 6.955  0.000
S1 -2.294 -0.583 -0.422  0.460
N2 -4.385 0.920 0.355  0.023
Pt1 -0.734 0.884 0.582  1.638
C14 -6.093 -1.669 0.608  -0.002
H12 3.319 -0.481 3.031  0.002
N3 0.064 0.109 2.491  0.159
H13 -6.824 1.420 -0.805  0.004
H14 -6.119 0.541 1.498  0.000
C15 1.364 -0.100 2.257  0.024
H15 -0.700 0.655 6.463  0.000
C16 -8.439 -1.935 -0.064  0.250
H16 2.489 -0.455 5.384  0.000
O3 -1.705 4.466 -0.461  0.053
C17 -6.590 2.079 0.042  0.008
N4 -4.693 -1.413 0.160  0.026
H17 -7.837 -0.650 -3.664  0.006
H18 -0.804 -1.082 6.321  0.000
O4 -2.225 2.625 0.579  0.156
H19 -10.520 -2.094 -0.685  0.009
H20 -1.464 0.206 3.881  0.002

Results
multiplicity	5
molar mass	651.42	g/mol
charge	+3
max |F|	1.17	eV/A
E_HOMO (spin up / spin down)	-17.8656 / -17.8409	eV
total energy	-116193.295	eV
⟨S²⟩	6.034
E_LUMO (spin up / spin down)	-9.88 / -13.39	eV
frontier orbital gap (spin up / spin down)	8.0 / 4.4	eV



[5]
This record from OMol25 describes a molecular structure, C17H16ClN3O7OsS3. The level of theory is ωB97M-V with the def2-TZVPD basis set.

Last column: Löwdin spin population.
Positions of all 48 atoms, in Å:
H1 -0.506 3.247 0.779  0.000
O1 3.002 -0.794 2.495  0.016
H2 -4.642 -0.954 1.354  0.000
Cl1 -5.398 0.692 -0.846  0.000
H3 0.456 3.606 -4.024  0.003
H4 0.336 4.228 -2.358  0.003
C1 0.752 -4.289 -1.462  0.223
O2 1.365 1.297 0.750  0.067
C2 0.133 1.488 2.805  0.004
C3 -2.334 2.185 1.259  0.000
C4 -4.158 0.883 0.359  0.000
H5 -1.987 4.156 0.531  0.000
H6 1.806 -6.150 -1.074  -0.004
H7 -0.870 4.691 -3.573  0.001
H8 3.789 -5.052 -0.149  0.007
C5 -0.212 -2.028 -1.768  0.027
C6 3.077 -2.994 -0.394  0.041
C7 -0.224 3.885 -3.224  0.011
O3 -1.202 1.252 3.225  0.001
S1 1.443 1.510 -2.222  0.264
O4 3.152 -2.693 1.013  0.029
C8 0.844 -2.921 -1.397  -0.032
H9 -1.120 -2.326 -2.277  0.000
C9 -1.502 3.434 1.185  0.001
H10 0.360 2.549 2.693  0.001
C10 -3.999 -0.085 1.336  0.000
N1 -0.875 0.177 -1.939  0.025
S2 3.829 -1.302 1.452  0.021
C11 -0.260 1.288 -2.247  0.019
O5 3.609 -0.470 0.152  0.139
H11 -0.153 -4.748 -1.830  0.012
C12 0.486 0.771 1.524  0.030
O6 5.221 -1.497 1.640  0.004
C13 -2.162 1.190 2.227  0.001
O7 0.015 -0.340 1.236  0.142
H12 -2.814 -0.667 3.030  0.000
H13 0.796 1.085 3.574  0.001
C14 2.949 -4.476 -0.510  0.148
N2 0.012 -0.778 -1.512  -0.039
C15 -3.350 2.003 0.323  0.000
N3 1.972 -2.261 -0.978  0.090
Os1 1.730 -0.346 -0.487  2.724
S3 -1.348 2.548 -2.799  0.007
H14 4.007 -2.642 -0.852  0.010
H15 -1.389 3.893 2.168  0.000
C16 -2.992 0.077 2.268  0.001
H16 -3.503 2.748 -0.444  0.000
C17 1.858 -5.072 -1.014  0.003

Results
multiplicity	5
molar mass	696.21	g/mol
max |F|	0.53	eV/A
E_HOMO (spin up / spin down)	-8.1567 / -8.5271	eV
total energy	-84184.285	eV
energy relative to the best compared isomer or geometry (same formula, charge and spin)	0.0	kcal/mol
⟨S²⟩	6.129
E_LUMO (spin up / spin down)	-1.20 / -2.54	eV
frontier orbital gap (spin up / spin down)	7.0 / 6.0	eV



[6]
This record from OMol25 describes a molecular structure, C6H19O4V at a distorted geometry. The level of theory is ωB97M-V with the def2-TZVPD basis set.

Last column: Löwdin spin population.
Positions of all 30 atoms, in Å:
H1 -1.033 1.481 -1.159  0.000
H2 0.770 -4.322 1.440  0.001
H3 -0.515 -0.695 -2.533  0.000
H4 -2.663 -3.060 1.871  0.000
H5 -1.007 -0.442 -0.114  0.001
H6 0.399 0.064 -0.185  0.005
C1 -1.339 -0.017 -2.770  0.000
H7 -2.163 -0.615 -3.149  0.000
H8 3.445 4.245 0.190  0.000
H9 2.153 2.931 1.717  0.000
H10 -1.043 0.730 -3.506  0.000
H11 0.763 2.931 0.614  0.000
C2 -0.856 -3.262 0.880  0.003
H12 2.287 4.156 -1.112  0.000
O1 0.603 -3.435 1.105  0.029
H13 1.917 5.078 0.361  0.000
H14 -1.176 -4.230 0.501  0.000
H15 -2.683 1.228 -1.651  0.000
O2 0.749 -0.701 0.267  0.025
H16 1.767 1.066 0.028  0.001
C3 2.375 4.168 -0.028  0.000
V1 2.102 -1.891 0.871  2.931
H17 -1.327 -3.454 2.998  0.000
H18 -1.541 -1.799 2.334  0.000
C4 1.859 2.917 0.665  0.000
O3 -1.890 -0.191 -0.405  0.001
H19 -1.008 -2.497 0.127  0.000
O4 2.412 1.774 0.011  0.002
C5 -1.620 -2.865 2.131  0.001
C6 -1.738 0.708 -1.499  0.000

Results
multiplicity	4
molar mass	206.16	g/mol
charge	+1
max |F|	2.41	eV/A
E_HOMO (spin up / spin down)	-13.0277 / -13.0280	eV
total energy	-40398.649	eV
energy relative to the best compared isomer or geometry (same formula, charge and spin)	0.0	kcal/mol
⟨S²⟩	3.758
E_LUMO (spin up / spin down)	-5.60 / -5.62	eV
frontier orbital gap (spin up / spin down)	7.4 / 7.4	eV



[7]
This record from OMol25 describes 5 unconnected molecules or ions with the total composition C3H16O5 at a distorted geometry. The level of theory is ωB97M-V with the def2-TZVPD basis set.

Last column: Mulliken charge in e.
Positions of all 24 atoms, in Å:
H1 -1.479 3.169 0.525  0.351
H2 2.089 -0.673 1.466  0.324
O1 0.983 -1.484 -0.963  -0.571
H3 0.284 1.336 0.188  0.198
C1 -1.683 2.323 -0.109  -1.338
H4 2.907 -0.193 0.249  0.357
H5 -1.775 -1.808 0.018  0.335
H6 0.268 -2.074 -1.160  0.270
H7 -1.401 2.556 -1.166  0.329
H8 -2.241 -2.042 -1.374  0.320
C2 -0.805 1.173 0.276  0.114
H9 2.876 -0.726 -2.090  0.340
H10 1.449 -1.923 -0.234  0.356
O2 2.834 -0.946 0.963  -0.713
H11 -1.017 0.228 -0.379  0.022
O3 -0.255 -0.601 1.904  -0.420
O4 -2.157 -2.514 -0.591  -0.681
H12 -2.721 2.197 -0.127  0.381
O5 3.007 0.185 -2.562  -0.649
H13 2.899 0.140 -3.581  0.295
H14 -2.106 0.301 1.785  0.300
H15 -0.265 -0.740 2.858  0.267
C3 -1.050 0.627 1.703  -0.503
H16 -0.636 1.490 2.400  0.316

Results
molar mass	132.16	g/mol
max |F|	3.75	eV/A
E_HOMO	-10.9368	eV
total energy	-13606.961	eV
energy relative to the best compared isomer or geometry (same formula, charge and spin)	35.7	kcal/mol
E_LUMO	0.53	eV
frontier orbital gap	11.5	eV
SMILES	CCCO.O.O.O.O



[8]
This record from OMol25 describes a molecular structure, C16H21Cl2F3O9P2PtSi at a distorted geometry. The level of theory is ωB97M-V with the def2-TZVPD basis set.

Last column: Mulliken charge in e.
Positions of all 55 atoms, in Å:
C1 -4.663 3.596 -0.828  -0.527
P1 1.564 -2.200 3.007  0.366
O1 0.507 -2.856 4.019  -0.548
H1 -0.202 -5.690 2.407  0.283
H2 0.958 -3.434 -2.193  0.321
Cl1 1.662 2.428 -0.470  -0.118
F1 -6.435 5.717 -1.075  -0.298
H3 2.724 0.377 -2.945  0.309
C2 -0.951 0.704 0.389  -2.247
P2 0.556 -4.199 1.018  0.599
H4 -0.133 -3.378 3.512  0.487
H5 -2.974 5.988 0.909  0.335
O2 2.976 -0.106 0.258  -0.539
Cl2 1.760 2.045 2.381  -0.165
H6 3.879 -2.551 1.212  0.302
O3 2.813 -1.983 3.987  -0.564
C3 -2.271 4.004 0.547  -0.609
C4 2.071 -3.548 1.878  1.107
C5 2.736 2.191 0.912  -0.017
C6 -3.756 2.576 -0.729  -0.569
H7 2.577 -5.368 2.125  0.508
F2 -5.890 6.312 0.918  -0.279
C7 1.359 -2.635 -2.809  -1.208
H8 1.733 0.034 -4.348  0.417
H9 1.103 -2.851 -3.846  0.405
Pt1 0.575 -0.578 0.075  1.264
F3 -4.831 7.119 -0.761  -0.278
H10 -1.744 -1.621 -2.714  0.275
C8 1.701 0.334 -3.304  -1.245
H11 2.442 -2.657 -2.716  0.276
H12 -1.026 -0.940 -4.167  0.389
C9 -5.357 5.948 -0.294  0.862
C10 3.004 -3.055 0.801  -1.208
O4 -0.341 -4.747 2.341  -0.612
Si1 0.649 -0.916 -2.244  0.687
H13 -3.956 1.620 -1.190  0.441
H14 3.388 3.061 1.005  0.364
C11 3.587 0.866 0.720  0.147
C12 -3.177 5.024 0.458  -0.750
H15 -5.589 3.456 -1.370  0.393
H16 2.462 -2.354 0.164  -0.061
H17 -1.334 4.146 1.067  0.455
H18 3.319 -3.897 0.183  0.440
H19 1.288 1.335 -3.247  0.275
O5 0.945 -5.428 0.270  -0.843
O6 2.657 -4.576 2.675  -0.730
O7 1.122 -0.923 2.455  -0.448
O8 4.765 0.966 1.035  -0.767
C13 -2.536 2.740 -0.033  0.181
H20 -1.583 0.119 -2.880  0.193
C14 -4.395 4.838 -0.227  0.424
C15 -1.101 -0.831 -3.088  -1.162
C16 -1.638 1.683 0.104  1.516
O9 -0.192 -3.071 0.420  -0.581
H21 3.196 -2.829 4.224  0.350

Results
molar mass	770.35	g/mol
charge	-2
max |F|	2.06	eV/A
E_HOMO (spin up / spin down)	-1.8687 / -1.8674	eV
total energy	-98267.042	eV
E_LUMO (spin up / spin down)	4.36 / 4.36	eV
frontier orbital gap (spin up / spin down)	6.2 / 6.2	eV



Look up the molar mass of the fifth one. 696.21 g/mol



Look up the total energy of the eighth one. -98267.042 eV